Entry 1:
DFT (ωB97M-V/def2-TZVPD) results for a 4-piece molecular cluster, C19H45BrNO16P3S2 overall in a non-equilibrium geometry.

XYZ file:
```
87
Properties=species:S:1:pos:R:3:lowdin_charge:R:1
H 6.18277 -9.25261 -0.82405 0.0569
N 5.49651 -8.51898 -0.65160 0.1033
C 4.60713 -8.54322 -1.55356 -0.3035
C 3.48853 -7.52884 -1.48333 -0.1460
C 3.71442 -6.26854 -2.32595 -0.7319
Br 5.54798 -6.18915 -3.11059 0.8202
O 2.91147 -6.38968 -3.50538 -0.2258
S 2.59712 -4.92785 -4.09351 0.5768
O 1.19061 -4.87065 -4.27048 -0.2109
O 3.40475 -4.57779 -5.19893 -0.2120
O 3.07963 -4.08218 -2.83239 -0.1915
C 3.31826 -4.88341 -1.68437 -0.7327
S 4.79470 -4.32332 -0.72504 0.8551
C 2.14332 -4.98692 -0.71172 -0.1771
C 1.67202 -3.71148 0.00269 -0.1763
C 1.52272 -2.43278 -0.83440 -0.1853
C 2.75439 -1.52672 -0.92609 -0.2354
C 3.37142 -1.16302 0.42561 -0.2669
C 4.30363 0.06178 0.28267 -0.0995
H 4.60463 -9.28980 -2.34955 0.1180
H 3.39942 -7.31008 -0.42422 0.1059
H 2.55815 -7.97634 -1.83190 0.1348
H 4.52541 -5.05908 0.35861 -0.0826
H 2.47881 -5.67693 0.05899 0.0934
H 1.31668 -5.48737 -1.22646 0.1376
H 0.67061 -3.94999 0.36875 0.1138
H 2.26652 -3.51794 0.89408 0.1003
H 0.75238 -1.82634 -0.35173 0.0952
H 1.16072 -2.63590 -1.84357 0.1116
H 3.53415 -1.90943 -1.58566 0.0845
H 2.41829 -0.58643 -1.37164 0.1097
H 2.60042 -0.89251 1.14967 0.1047
H 3.98221 -1.98722 0.79082 0.0649
H 4.04447 0.65085 -0.59836 0.0646
H 5.34043 -0.24820 0.15621 0.0663
H 4.20755 0.72121 1.14323 0.0657
C 0.47845 -0.22830 5.62029 -0.0778
O -0.50726 0.61004 4.98338 -0.2101
P -0.43931 0.78768 3.40450 0.3764
O 0.79840 1.48799 3.02607 -0.2436
O -1.75081 1.69957 3.28017 -0.2429
C -1.92388 2.85772 4.08665 -0.0943
O -0.85832 -0.27657 2.31783 -0.2190
C -1.28369 0.23646 1.04187 -0.0768
H 0.18123 -0.33880 6.65912 0.0875
H 0.51815 -1.21469 5.15980 0.0880
H 1.45738 0.24573 5.56799 0.0894
H -0.98737 3.41006 4.18088 0.0810
H -2.31075 2.59596 5.07090 0.0858
H -2.65269 3.49284 3.58640 0.0903
H -0.60647 1.01184 0.68772 0.0917
H -2.29586 0.62536 1.10274 0.0850
H -1.27187 -0.59188 0.33880 0.0824
C 0.12566 4.98881 1.34805 -0.0792
O -0.07058 6.41951 1.32834 -0.2404
P -1.09913 7.08011 2.39866 0.5008
O -2.37486 6.47941 1.91181 -0.2661
O -0.78167 8.58358 1.93761 -0.2524
C -0.55646 8.92228 0.57094 -0.0931
O -1.52146 7.48876 3.89828 -0.2547
C -2.45636 8.56206 4.04674 -0.0997
H 0.94348 4.76996 0.66720 0.0903
H 0.39501 4.63074 2.33992 0.0775
H -0.77971 4.49001 1.00613 0.0863
H -1.24481 8.38862 -0.08397 0.0929
H 0.47283 8.71176 0.28740 0.0851
H -0.73346 9.99209 0.47891 0.0889
H -3.28593 8.43671 3.35258 0.0888
H -1.97315 9.52403 3.89233 0.0835
H -2.81722 8.50546 5.07115 0.0902
C -5.41728 2.58958 -1.35883 -0.0893
O -5.56391 1.81210 -2.56184 -0.2524
P -4.89255 0.32169 -2.62249 0.5399
O -3.45374 0.71143 -2.54685 -0.2574
O -5.52042 0.05680 -4.08582 -0.2657
C -5.65615 1.08320 -5.06468 -0.0955
O -4.76171 -1.26698 -2.33493 -0.2658
C -4.17067 -2.08117 -3.35360 -0.0993
H -6.04678 3.46884 -1.46692 0.0877
H -5.74274 2.03406 -0.48102 0.0842
H -4.37946 2.89629 -1.24018 0.0854
H -4.78181 1.73363 -5.07688 0.0934
H -6.55732 1.66758 -4.88933 0.0840
H -5.74375 0.58659 -6.02941 0.0896
H -3.26485 -1.61043 -3.73301 0.0902
H -4.87140 -2.26487 -4.16385 0.0833
H -3.92521 -3.02642 -2.87444 0.0904
```

Its HOMO-LUMO gap is 8.61 eV. The spin multiplicity is 1. The electronic energy is -6404.0199 hartree. Its charge is 0. The value obtained for the strongest force on any atom is 6.76 eV/A. The value obtained for the HOMO energy is -9.3 eV.

Entry 2:
DFT (ωB97M-V/def2-TZVPD) results for C32H47BiCl3N3O3SSi as an isolated structure in a non-equilibrium geometry.

XYZ file:
```
91
Properties=species:S:1:pos:R:3:lowdin_charge:R:1
C -1.80841 -2.17627 -4.69954 -0.0577
C -1.32261 -3.05574 -3.59193 -0.2439
H -2.15443 -2.73157 -5.57897 0.0673
H -1.00514 -1.47933 -4.98378 0.0779
H -2.65017 -1.57515 -4.33002 0.0774
C -0.93510 -4.33061 -3.75759 -0.1454
C -0.77796 -4.95354 -5.10039 -0.1334
H -0.68740 -4.96578 -2.90596 0.0884
H -0.21864 -4.28901 -5.78013 0.0737
H -1.74697 -5.14719 -5.58319 0.0672
H -0.25433 -5.91546 -5.02300 0.0616
Bi 0.35120 1.37241 0.05842 1.3279
Cl -2.14942 0.47200 -0.06455 -0.1438
Cl 2.50025 2.88846 -0.13266 -0.1846
H 1.16627 5.04043 2.74851 0.0907
H -1.63158 6.73599 2.44260 0.1012
C 0.97277 5.46724 1.74910 -0.0201
C -1.27291 6.52612 1.41915 -0.0344
N -0.44216 5.33013 1.38816 -0.1573
H 1.60615 4.95680 1.00489 0.0132
C -1.01942 4.14448 1.26670 -0.2626
O -0.36303 3.07120 1.42540 -0.2982
H -2.13671 6.37557 0.75734 0.0963
H -2.09738 4.14098 1.02228 0.1621
H 1.16558 6.54786 1.75713 0.0905
H -0.66686 7.36973 1.07224 0.0926
H 2.37870 -0.55928 -3.36708 0.0530
H 2.17131 -3.35105 -3.13768 0.0884
C 3.24850 -0.71527 -2.71457 -0.0483
C 3.08702 -3.17517 -2.54926 -0.0541
N 3.03255 -1.88277 -1.87056 -0.1650
H 3.41594 0.17348 -2.10076 0.0790
C 2.45176 -1.76803 -0.66357 -0.2993
O 2.17439 -0.69274 -0.09781 -0.1654
H 3.20561 -3.97818 -1.81035 0.0894
H 2.24973 -2.74911 -0.18550 0.1303
H 4.12464 -0.93127 -3.33470 0.0853
H 3.94583 -3.17796 -3.23064 0.0855
O 0.14212 -1.76058 -2.60392 -0.3557
C -1.04621 -2.29393 -2.28875 -0.5046
C 0.07191 -3.98768 -0.76059 -0.0803
C -1.00333 -3.13330 -0.99560 -0.1481
H 0.91362 -3.96777 -1.45838 0.0806
C 0.05631 -4.88126 0.31630 -0.0993
H -1.83705 -1.52341 -2.16636 0.0838
C -2.04902 -3.08191 -0.07225 -0.0583
H 0.91272 -5.54735 0.47233 0.0973
C -1.05847 -4.91515 1.16963 -0.1341
C -2.10619 -3.99295 0.99015 -0.1009
H -2.81888 -2.32024 -0.20864 0.0740
H -1.10051 -5.64301 1.98973 0.0927
H -2.96151 -3.97055 1.68272 0.0997
Si -0.41981 2.68004 -3.65488 0.2092
Cl 0.12395 0.75592 -2.86784 0.3943
C 1.26563 3.48546 -3.72845 -0.2325
C -1.69354 3.30678 -2.44670 -0.2307
C -1.17042 2.52533 -5.36575 -0.2073
H 1.75744 3.46996 -2.74256 -0.0337
H 1.20665 4.53113 -4.06968 0.0289
H 1.92215 2.95313 -4.43905 0.0395
H -0.45690 2.05118 -6.05642 0.0347
H -1.40920 3.51829 -5.78128 0.0336
H -2.10884 1.95001 -5.35329 0.0366
H -2.17767 2.47986 -1.89960 -0.0282
H -2.47654 3.87122 -2.97861 0.0356
H -1.26176 3.98707 -1.69849 0.0128
N 0.48306 0.19593 1.96778 -0.5037
S -0.69481 0.07046 3.07958 1.0493
C -0.22399 -1.32081 4.12321 -0.3551
C -0.29501 -1.26808 5.51961 -0.0711
C 0.13456 -2.36610 6.27236 -0.0701
C 0.60764 -3.52199 5.64518 -0.0675
C 0.63947 -3.58405 4.24910 -0.0552
C 0.20203 -2.49463 3.49047 -0.0716
C -0.36089 1.49226 4.08925 -0.4359
C -1.43570 2.27187 4.54071 -0.0818
C -1.16647 3.46542 5.20631 -0.0766
C 0.15740 3.87370 5.39715 -0.0805
C 1.21833 3.05328 5.00315 -0.0662
C 0.96046 1.84989 4.34394 -0.0661
H 1.09543 -0.61715 1.86297 0.0092
H -0.67070 -0.36606 6.00394 0.1097
H 0.11822 -2.31122 7.35857 0.1080
H 0.96497 -4.36763 6.23841 0.1109
H 1.01061 -4.47749 3.74882 0.1117
H 0.19282 -2.53825 2.40177 0.1020
H -2.45471 1.93113 4.34453 0.1191
H -1.99433 4.08509 5.55493 0.1090
H 0.36852 4.83558 5.87037 0.1095
H 2.25238 3.33689 5.20782 0.1147
H 1.76645 1.21326 3.97856 0.1226
```

The energy relative to the best compared isomer or geometry (same formula, charge and spin) comes out at 258.8 kJ/mol. Its HOMO-LUMO gap is 5.21 eV. The spin multiplicity is 1. The electronic energy is -3920.4109 hartree. Its charge is 0. The value obtained for the strongest force on any atom is 1.85 eV/A. The value obtained for the HOMO energy is -5.5 eV.

Entry 3:
DFT (ωB97M-V/def2-TZVPD) results for C26H31Br31N5OS as an isolated structure in a non-equilibrium geometry.

XYZ file:
```
95
Properties=species:S:1:pos:R:3:lowdin_charge:R:1
C -1.14493 0.74309 -3.21399 0.1749
C -1.13453 0.53630 -2.03443 -0.1684
N -1.06147 0.21824 -0.72204 0.0761
C -1.71324 -0.65308 0.12196 -0.3040
N -2.71818 -1.46611 -0.21410 -0.3659
Br -3.48718 -1.56963 -1.88587 0.9091
C -3.27519 -2.33349 0.79316 -0.3103
C -3.21474 -3.71279 0.65726 -0.1192
C -3.82442 -4.42309 1.67069 -0.1204
C -4.44991 -3.74828 2.70764 -0.2928
N -4.48126 -2.42372 2.87003 0.0504
C -3.90027 -1.75618 1.87999 -0.1314
N -1.19124 -0.56531 1.33935 0.2426
C -0.24070 0.36183 1.30068 -0.2972
C 0.55094 0.77138 2.48134 -0.3890
S 2.09334 -0.15789 2.69819 0.9232
C 3.36380 0.93150 1.97452 -0.5432
C 3.96869 0.38862 0.66774 -0.1658
N -0.13050 0.85965 0.07166 0.0804
C 0.80981 1.92707 -0.29924 -0.1393
O 0.46663 3.12896 0.29285 -0.1552
C -0.74987 3.69295 -0.22293 -0.2274
C -1.90218 3.54618 0.77145 -0.1947
C -3.26164 3.42168 0.05138 -0.1038
H -1.14658 0.85044 -4.27418 0.0609
H -2.74075 -4.19879 -0.18179 0.0959
H -3.84821 -5.50501 1.65184 0.0746
H -4.94301 -4.35089 3.46680 -0.0230
H -3.93116 -0.67297 1.93721 0.1212
H -0.06187 0.53997 3.35200 0.0924
H 0.71200 1.84872 2.50563 0.0954
H 4.13358 1.08192 2.72648 0.0726
H 2.88169 1.88621 1.76858 -0.0346
H 3.80278 1.09239 -0.15007 0.0443
H 5.04053 0.22053 0.74520 0.0267
H 3.51101 -0.56000 0.38860 0.0623
H 0.89755 2.02032 -1.38325 0.1448
H 1.78722 1.65355 0.08973 0.0988
H -0.57892 4.75689 -0.38949 0.0248
H -1.00775 3.26677 -1.19665 0.1120
H -1.77470 2.64469 1.37574 0.0950
H -1.90796 4.38502 1.46586 0.1124
H -3.97361 2.89633 0.68402 0.0672
H -3.13795 2.89136 -0.89346 0.0509
H -3.64849 4.41755 -0.16269 0.0783
C -6.03693 -4.85384 -2.91732 -1.5953
Br -5.30080 -4.79834 -1.13502 0.6845
Br -6.63117 -6.61300 -3.39506 0.6213
Br -7.43121 -3.53736 -3.12163 0.6096
H -5.24381 -4.58391 -3.59963 -0.0297
C 0.90918 7.08363 -1.02004 -1.5916
Br 0.80524 6.86961 0.88656 0.6189
Br 1.73706 5.55992 -1.86302 0.6237
Br -0.81399 7.44817 -1.78791 0.6091
H 1.54040 7.93805 -1.21655 -0.0238
C -5.24298 -7.76183 4.14205 -1.5830
Br -5.10283 -8.16272 2.26286 0.5687
Br -3.52765 -7.76148 5.00417 0.5765
Br -6.17619 -6.10285 4.42680 0.6640
H -5.83525 -8.54572 4.59114 -0.0231
C 5.13946 4.75032 -0.18751 -1.6089
Br 6.02098 6.35737 0.37617 0.5932
Br 6.37611 3.31180 -0.48028 0.5618
Br 3.74972 4.23097 1.04288 0.6365
H 4.66080 4.96349 -1.13294 -0.0616
C -7.02849 0.71393 -1.91985 -1.6460
Br -6.71304 -0.25030 -0.28501 0.5422
Br -8.87051 0.60879 -2.44657 0.5984
Br -6.41475 2.53402 -1.80970 0.5968
H -6.44789 0.22951 -2.69196 -0.0442
C 8.96019 -0.00799 0.96497 -1.6332
Br 7.64137 -0.92618 2.02482 0.5827
Br 8.48203 0.01035 -0.90105 0.5567
Br 9.30214 1.75930 1.63109 0.5755
H 9.88074 -0.56659 1.05022 -0.0291
C 9.50042 6.82777 -2.10663 -1.6321
Br 10.09810 6.96909 -0.28437 0.5704
Br 9.14552 5.00541 -2.59643 0.5377
Br 7.98479 7.96319 -2.44620 0.5551
H 10.30764 7.17460 -2.73559 -0.0330
C -1.66638 -10.47342 1.54061 -1.6355
Br -2.91159 -11.37067 2.69748 0.5666
Br -2.37190 -10.25745 -0.23625 0.5652
Br -1.08983 -8.79222 2.27692 0.5376
H -0.79354 -11.10490 1.46616 -0.0302
C 12.61880 3.65668 -5.09902 -1.6478
Br 11.98809 2.02702 -4.29533 0.5606
Br 11.29389 4.43876 -6.25338 0.5627
Br 13.24419 4.90387 -3.77441 0.5649
H 13.46654 3.40198 -5.71764 -0.0316
C -8.49869 -3.83415 0.63874 -1.6164
Br -8.97325 -5.61944 1.16569 0.5919
Br -9.99172 -2.62762 0.73444 0.5924
Br -6.98496 -3.19051 1.64666 0.6779
H -8.19118 -3.87800 -0.39754 -0.1090
```

Its HOMO-LUMO gap is 8.17 eV. The spin multiplicity is 1. The electronic energy is -81550.4824 hartree. Its charge is +1. The value obtained for the strongest force on any atom is 1.16 eV/A. The value obtained for the HOMO energy is -11.4 eV.

Entry 4:
DFT (ωB97M-V/def2-TZVPD) results for an isolated ion of composition C5H8NO3 and charge +1 in a non-equilibrium geometry.

XYZ file:
```
17
Properties=species:S:1:pos:R:3:lowdin_charge:R:1
N 2.03679 -1.17869 -0.05167 0.1713
C 0.98204 -0.41148 0.69649 -0.0220
C -0.08155 0.23724 -0.37443 -0.4763
O 0.70385 0.35516 -1.53865 0.0232
C -0.85226 1.44913 0.13904 0.0641
C -2.11491 1.12538 0.40008 0.0948
C -2.26663 -0.29089 0.07874 -0.4447
O -3.14418 -1.05606 0.33385 0.1934
O -1.09181 -0.70816 -0.48856 0.0818
H 2.06568 -2.18339 0.26371 0.1977
H 3.12447 -0.90207 -0.02492 0.2435
H 1.82155 -0.89459 -0.99746 0.1117
H 0.48614 -0.98972 1.50330 0.1478
H 1.39273 0.40563 1.41438 0.1656
H 0.32715 1.06007 -2.16384 0.1892
H -0.39988 2.41094 0.03258 0.1276
H -2.98917 1.57150 0.77735 0.1311
```

The energy relative to the best compared isomer or geometry (same formula, charge and spin) comes out at 0.0 kJ/mol. Its HOMO-LUMO gap is 10.29 eV. The spin multiplicity is 1. The electronic energy is -475.5016 hartree. Its charge is +1. The value obtained for the strongest force on any atom is 3.65 eV/A. The value obtained for the HOMO energy is -14.3 eV.

Entry 5:
DFT (ωB97M-V/def2-TZVPD) results for C7H9N in the gas phase in a non-equilibrium geometry.

XYZ file:
```
17
Properties=species:S:1:pos:R:3:lowdin_charge:R:1
C 2.20887 -0.90804 0.29503 0.0352
C 1.22193 -0.03539 0.21207 -0.2632
C 1.35194 1.29380 -0.44746 -0.0778
C -0.33826 -0.12053 0.71361 -0.2750
C -1.05526 -1.18259 0.06301 -0.0409
C -2.21732 -0.64809 -0.46697 -0.0638
C -2.24809 0.67933 -0.12649 -0.2114
N -1.25611 1.06310 0.55865 0.0731
H 3.26170 -0.67220 0.21870 0.0663
H 2.13380 -1.90129 0.50916 0.0205
H 0.63514 1.33609 -1.26915 0.0887
H 2.38858 1.51679 -0.87501 0.1120
H 1.01409 1.93207 0.27417 0.0350
H -0.38816 -0.51440 1.79051 0.1858
H -0.68865 -2.21916 -0.11299 0.1288
H -2.94217 -0.99732 -1.07559 0.0632
H -3.08204 1.37783 -0.26126 0.1234
```

The energy relative to the best compared isomer or geometry (same formula, charge and spin) comes out at 317.9 kJ/mol. Its HOMO-LUMO gap is 9.80 eV. The spin multiplicity is 1. The electronic energy is -326.7699 hartree. Its charge is 0. The value obtained for the strongest force on any atom is 4.05 eV/A. The value obtained for the HOMO energy is -9.2 eV.